(A)
C6H11NO as an isolated structure, computed with ωB97M-V with the def2-TZVPD basis set.

```
19
Properties=species:S:1:pos:R:3
C -0.362 0.193 -0.968
C -1.336 -0.533 0.132
C -2.282 0.262 0.656
C 1.151 -0.268 -0.725
C 1.199 -1.399 0.275
C 1.906 -0.067 0.567
H -1.094 2.035 -0.095
H -1.519 1.798 -1.860
H -0.697 -0.288 -1.855
H -1.085 -1.568 0.378
H -2.191 1.359 0.556
H -2.882 -0.219 1.366
H 1.606 -0.509 -1.667
H -0.031 -1.659 0.542
H 1.698 -2.304 -0.240
H 3.182 -0.319 0.772
H 1.946 0.961 2.163
N -0.603 1.594 -1.232
O 1.395 0.930 1.236
```

Its charge is 0. For the molar mass, the calculation gives 113.160 g mol⁻¹. As for the LUMO energy: 0.67 eV. Its spin multiplicity is 1.

Löwdin population analysis, charges in e, atoms 1 to 8: -0.366, -0.111, 0.005, -0.208, -0.107, -0.426, 0.168, 0.120


(B)
C6H11NO as an isolated structure, computed with ωB97M-V with the def2-TZVPD basis set.

```
19
Properties=species:S:1:pos:R:3
C 1.141 2.134 -0.346
C -0.143 1.395 -0.155
C -0.080 -0.152 -0.829
C -1.239 1.669 0.449
N 0.962 -0.493 -1.528
H 1.831 -0.281 -1.032
H -1.039 -0.349 -1.313
H 1.428 2.105 -1.400
H 1.043 3.164 -0.007
H 1.947 1.665 0.226
H -1.761 2.559 0.761
H -1.652 0.407 1.004
C -0.274 -2.538 0.296
C -0.353 -1.097 0.747
O -1.541 -0.733 1.184
H 0.495 -0.783 1.373
H -1.061 -2.757 -0.426
H -0.397 -3.187 1.165
H 0.693 -2.729 -0.170
```

Its charge is 0. For the molar mass, the calculation gives 113.160 g mol⁻¹. As for the LUMO energy (alpha / beta): -1.10 / -1.31 eV. Its spin multiplicity is 1.

Löwdin population analysis, charges in e, atoms 1 to 8: -0.065, -0.299, -0.314, 0.083, 0.107, 0.051, 0.125, 0.084


(C)
The molecule C6H11NO, computed with ωB97M-V with the def2-TZVPD basis set.

```
19
Properties=species:S:1:pos:R:3
C 0.316 -2.772 -2.865
N 0.481 -2.925 -1.634
C -0.134 -2.069 -0.701
C 0.534 -1.091 -0.109
C 0.011 -0.182 0.959
C -0.214 1.242 0.450
C -0.308 2.290 1.565
O -0.163 3.577 1.002
H -0.301 -1.980 -3.313
H 0.812 -3.450 -3.562
H -1.186 -2.253 -0.464
H 1.593 -1.019 -0.305
H -0.910 -0.559 1.392
H 0.658 -0.155 1.839
H -1.144 1.324 -0.111
H 0.592 1.553 -0.218
H 0.429 2.115 2.365
H -1.273 2.164 2.056
H 0.208 4.189 1.654
```

As for the SMILES: C=N/C=C/CCCO. Its charge is 0. For the molar mass, the calculation gives 113.160 g mol⁻¹. As for the LUMO energy: 0.98 eV. Its spin multiplicity is 1.

Löwdin population analysis, charges in e, atoms 1 to 8: -0.053, -0.022, -0.181, -0.118, -0.219, -0.190, -0.292, -0.071


In terms of stability, (C) leads; the second structure lies 84.9 kcal/mol higher.